[1]
70
Properties=species:S:1:pos:R:3:forces:R:3 method="wB97M-V/def2-TZVPD" total_charge=+1 e_homo_ev=-11.96 fmax_ev_per_a=4.05
H 1.438170 1.204817 0.886850 0.159 0.164 -0.155
O 4.038693 0.768371 0.066340 -0.019 0.008 2.031
C -7.778067 7.283163 0.483846 -0.031 0.060 -0.088
Cl 3.928115 -9.197099 6.490863 0.037 0.007 -0.060
C -2.601455 -5.301216 -3.388645 0.076 -0.038 -0.134
Cl 5.111047 -3.177824 6.446885 -0.039 0.024 -0.065
C 0.479728 3.800852 0.224406 0.096 0.235 -0.458
C 2.175016 -2.765741 -3.500412 -0.396 -0.299 -0.131
Cl 1.139209 -1.893884 1.306923 -0.115 0.127 -0.162
N 1.568025 1.084199 -0.132006 -0.857 0.622 -0.129
Cl -0.439037 10.058754 -0.786877 0.209 0.036 0.144
C 2.773085 -2.583182 1.449252 0.336 -0.209 0.187
C 3.077261 -9.354789 4.952215 -0.122 -0.081 0.097
Cl -4.821149 4.931044 0.856577 0.617 -0.117 0.001
S 3.183763 1.609572 -0.658563 3.346 -2.259 -0.253
Cl 2.585811 -1.597551 -2.228068 0.492 -0.093 0.082
F 3.386489 3.056479 -0.173775 -1.143 -0.430 -0.269
Cl 2.686498 -4.244039 2.015424 -0.045 0.088 -0.055
H 3.098062 -3.131182 -3.933514 0.038 0.110 0.074
Cl 5.039750 -5.872866 5.368317 0.086 0.195 0.004
H -3.536678 -5.530997 -2.893785 0.040 0.021 0.007
Cl 1.295820 -4.128541 -2.819344 0.142 0.140 -0.033
Cl 1.234304 -1.985074 -4.770307 0.072 0.015 0.064
C 1.093017 9.188226 -0.834089 -0.018 0.186 0.095
Cl -3.986725 2.178974 1.237151 -0.024 -0.052 0.035
H 3.774703 -9.734063 4.215519 -0.015 0.034 0.018
Cl -5.448346 2.935525 -1.156931 -0.008 0.015 0.029
Cl -2.701582 9.182822 -2.771612 -0.093 -0.100 -0.196
Cl 2.238261 9.870485 0.317331 -0.030 -0.056 -0.065
O 3.304294 1.426270 -2.034764 -1.649 1.681 -1.439
Cl -7.865522 5.529399 0.676563 -0.618 0.032 0.002
C -1.151322 3.683012 -5.935739 0.091 0.150 -0.058
C -0.064550 2.816344 -0.789818 -0.403 1.182 0.756
Cl 0.725124 -14.074275 5.324179 0.005 0.015 0.047
Cl -9.393124 7.985153 0.421040 0.070 -0.022 0.031
C -5.231309 3.244638 0.566867 0.048 0.146 -0.085
Cl 3.506940 -13.299609 5.631151 0.127 -0.192 0.092
H 2.109189 -14.338006 7.196284 0.002 0.008 -0.037
H 3.230007 -2.580443 0.466169 -0.094 0.029 -0.008
Cl -0.651772 2.490841 -4.728636 0.126 -0.172 -0.658
H -3.386585 8.559928 -4.924510 -0.008 -0.029 0.031
H 4.609179 -3.856707 4.262610 0.027 -0.004 0.024
Cl -2.218173 4.883778 -5.199123 0.157 -0.195 -0.122
H 0.829968 3.303366 1.140108 -0.044 0.197 -0.179
Cl 0.256073 4.457346 -6.661510 -0.059 -0.039 0.005
Cl 2.495327 -7.778336 4.402374 -0.123 -0.115 -0.095
H -7.263090 7.691790 1.344576 -0.020 -0.029 -0.017
C -3.816545 8.464308 -3.935005 -0.058 0.122 0.095
C 0.451129 1.606931 -0.930876 -1.266 -0.969 -1.380
Cl 6.949242 -3.943409 4.332783 -0.064 0.036 -0.051
H 1.572283 0.047130 -0.277306 0.295 0.159 0.090
Br -0.266920 0.360164 -2.194270 0.508 0.252 0.775
Cl 3.764377 -1.599431 2.526026 -0.060 0.008 -0.045
Cl -1.311549 -6.188130 -2.568757 -0.129 -0.053 0.047
Cl 2.752257 -16.099056 5.794392 -0.022 0.045 0.042
Cl 1.745601 -10.499289 5.093129 -0.075 0.208 -0.077
Cl -6.854650 7.701702 -0.960296 0.039 -0.003 0.027
C 5.331554 -4.172479 5.004742 0.114 -0.105 0.120
H 1.312917 4.337029 -0.255115 -0.136 -0.083 0.292
Cl -4.024736 6.742913 -3.585892 -0.227 0.110 0.114
C 2.255084 -14.440134 6.128323 0.029 -0.042 -0.104
Cl -5.368850 9.299735 -3.925066 0.065 -0.065 -0.012
H -6.167164 3.030006 1.069521 0.042 -0.022 -0.002
Br -1.534537 3.415416 -1.829335 0.624 -0.105 1.051
H -1.699506 3.171297 -6.717220 0.020 -0.019 0.048
Cl -2.728415 -5.802221 -5.072673 -0.009 0.024 0.076
H 1.509918 9.287909 -1.828466 -0.024 -0.055 0.023
H -0.247841 4.572211 0.493725 -0.022 -0.390 -0.014
Cl 0.837381 7.463557 -0.513687 -0.013 -0.057 -0.056
Cl -2.333474 -3.555885 -3.276473 -0.054 0.004 0.037



[2]
19
Properties=species:S:1:pos:R:3:forces:R:3 method="wB97M-V/def2-TZVPD" smiles="C[C@H](N)C/C=C/N" relative_energy_kj_mol=178.5 e_homo_ev=-8.35 fmax_ev_per_a=1.92
H -1.438641 1.583513 -1.314674 0.123 0.081 -0.314
C -0.849199 0.414343 0.387085 0.964 -0.618 -0.112
H -0.090733 -2.368416 2.151292 0.182 -0.269 -0.073
H 0.035882 -2.603708 0.325440 1.209 -0.017 0.613
H -1.733901 -0.209590 0.394789 -0.666 0.529 0.301
H 1.066785 -0.510379 0.283769 0.336 0.092 0.502
H 1.383193 2.160769 -3.015276 0.054 -0.067 -0.073
N 0.664349 1.454681 -3.007631 0.218 0.299 -0.927
C -0.260797 -1.953581 1.165099 -0.911 -0.061 -1.694
C 0.264092 -0.481225 1.021838 -1.029 -0.745 -1.043
N 0.728903 0.070836 2.270741 0.147 0.725 -0.921
H -0.022640 0.086467 2.934027 0.034 -0.176 0.568
C 0.471039 0.846146 -1.757169 -0.772 -0.983 -0.577
H -0.107866 1.708070 -3.611491 -0.102 0.024 0.641
H -1.321015 -2.088542 0.869421 -0.105 0.719 1.060
C -0.637843 0.908746 -1.022810 0.540 0.527 0.483
H 1.223194 0.063056 -1.625895 0.109 0.531 0.790
H 1.546525 -0.419134 2.575171 0.101 -0.219 0.614
H -0.921325 1.337947 0.976275 -0.432 -0.374 0.159



[3]
50
Properties=species:S:1:pos:R:3:forces:R:3 method="wB97M-V/def2-TZVPD" relative_energy_kj_mol=0.0 total_charge=-1 e_homo_ev="-4.80 / -4.96" multiplicity=6 fmax_ev_per_a=1.13
H 2.819424 -4.128848 0.133146 0.012 -0.002 0.003
H -2.760288 4.777960 -1.834217 0.006 0.041 -0.038
C -2.052391 3.960241 -1.804054 0.041 0.047 -0.120
C -1.023543 3.905310 -2.702839 -0.003 -0.115 0.105
Mn 0.197417 -0.542108 0.123619 1.075 -0.359 0.024
H -3.444272 1.162659 0.471105 -0.036 0.047 0.085
C 0.894893 -3.390227 -0.472435 0.192 0.082 0.109
H -1.854545 -5.430574 -0.869873 -0.046 -0.033 -0.005
N 4.244612 0.892612 -0.436395 0.127 0.048 -0.191
H 1.162742 3.453043 -4.269031 0.008 0.020 -0.021
C 3.450836 0.763061 0.395094 -0.642 -0.102 0.588
H -2.434570 -3.366693 -1.457162 -0.145 -0.033 -0.065
O 0.489088 -8.284219 0.240106 0.224 -0.214 -0.257
C -2.810285 -0.462156 1.701929 -0.144 -0.060 0.031
Se 2.155147 0.547508 1.713892 0.402 0.103 -0.508
C -1.849558 -1.458707 2.081886 0.041 -0.126 0.095
C 1.413969 -5.733437 0.018158 0.057 0.223 -0.065
C -4.495120 -1.520816 3.076180 -0.193 0.103 0.018
C 0.081312 -6.083629 -0.263170 -0.146 -0.271 -0.224
N -1.430939 0.852785 0.202976 -0.479 0.444 -0.051
H -1.591765 -3.251152 3.230376 0.047 -0.013 0.005
C -0.094948 2.838872 -2.628673 -0.104 0.101 -0.025
C -1.355188 1.901007 -0.729788 -0.132 0.274 -0.143
N 0.625347 0.828181 -1.520539 0.031 -0.213 -0.231
C 1.011123 2.704137 -3.501158 0.123 -0.048 -0.098
C -0.258401 1.851670 -1.643939 0.138 -0.014 0.029
H 2.310075 -0.114938 -2.175298 0.051 -0.090 0.032
H 2.733218 1.534342 -4.009692 0.016 0.021 -0.044
C 1.805665 -4.432808 -0.089457 -0.015 -0.082 0.015
C 1.871131 1.653607 -3.371288 -0.116 0.031 0.162
C -3.582592 -2.515429 3.455036 0.160 0.009 -0.083
O -1.343730 -1.686310 -1.448572 -0.020 0.293 0.160
H -0.897032 4.664445 -3.463506 -0.010 0.040 -0.003
C -2.309007 -2.488925 2.960459 -0.170 0.053 0.097
O 1.304921 -2.192139 -0.534006 -0.143 -0.205 -0.171
O -0.637979 -1.498219 1.686408 -0.461 -0.036 0.198
C -2.222158 2.968683 -0.819741 0.168 -0.140 0.076
H -3.896467 -3.297391 4.133605 -0.013 -0.022 -0.007
C -0.839097 -5.136499 -0.646258 0.364 0.148 -0.010
N -0.327291 -7.472248 -0.161044 -0.218 0.489 0.866
C 1.640473 0.715866 -2.338938 -0.186 0.352 -0.032
C -4.125702 -0.529585 2.216239 0.110 -0.107 0.024
C -0.454641 -3.798000 -0.761899 -0.163 -0.100 -0.055
H -4.846366 0.222124 1.919853 -0.025 0.018 -0.009
Cl -6.124985 -1.573515 3.710798 -0.014 0.005 0.005
C -1.465760 -2.883525 -1.245318 0.170 -0.126 0.089
C -2.561038 0.590667 0.763470 0.116 -0.269 -0.046
O -1.497925 -7.745075 -0.371532 -0.097 -0.155 -0.347
H -3.040350 3.079274 -0.120469 0.041 -0.035 0.032
H 2.107549 -6.504666 0.318982 -0.001 -0.020 0.003



[4]
80
Properties=species:S:1:pos:R:3:forces:R:3 method="wB97M-V/def2-TZVPD" relative_energy_kj_mol=20.4 total_charge=+2 e_homo_ev="-14.28 / -13.26" multiplicity=2 fmax_ev_per_a=0.33
H -1.729858 -6.075565 -2.136310 0.009 0.023 0.009
C -0.394654 -2.902628 1.813002 0.038 0.017 0.108
H -4.996256 -0.122076 1.318169 0.004 0.008 -0.021
N -1.360178 0.360811 -2.361790 -0.298 -0.030 0.120
C 2.701809 1.322906 0.394424 0.008 -0.028 0.031
Ge -0.014298 -2.563520 -0.073147 0.020 -0.057 0.120
H 5.322420 -4.005138 -1.955969 -0.016 0.002 0.004
C -2.333639 0.291365 -1.335971 0.128 0.032 -0.204
H 4.955758 -3.692952 0.469984 -0.018 0.003 -0.012
C 0.272289 0.203235 -4.448726 0.090 0.017 -0.074
H -3.850663 0.914764 -2.700667 0.018 -0.006 0.009
H -3.765723 -3.873775 -0.198128 0.003 0.011 -0.013
H 3.624395 1.289819 -0.183916 -0.002 -0.007 -0.024
H -5.649488 0.715529 -0.948822 0.006 -0.003 0.006
H 1.479380 -2.219246 2.653167 0.034 -0.019 -0.029
H -2.624971 -0.650181 1.761574 -0.027 0.007 -0.006
H 3.434111 -3.717810 -3.530875 -0.007 0.003 0.007
C -3.635716 0.597745 -1.689787 -0.087 -0.016 0.087
C 0.495837 -2.625430 2.858283 0.006 -0.027 -0.022
H -0.778514 0.328132 -4.659695 -0.005 0.001 0.016
C 1.731235 2.308340 -0.248273 0.012 -0.003 0.010
H -0.895906 -0.328429 2.776013 -0.036 -0.004 0.008
H 0.601143 0.217499 2.850868 0.000 0.017 0.030
N -0.263426 0.326523 2.327599 0.017 -0.017 -0.039
C -1.098996 -3.380657 4.492840 0.008 0.005 0.010
C -0.735118 1.722050 2.456759 0.002 -0.039 0.012
H 0.848340 0.253624 -6.503148 0.008 -0.001 0.022
C -4.260090 0.022250 0.539346 0.005 -0.045 0.080
C 2.987673 -0.129625 -3.905300 -0.019 0.003 0.013
C 3.286317 -3.561846 -2.469896 0.012 -0.004 0.009
H 3.256378 -0.028750 -6.029466 -0.006 0.001 0.014
C 2.882966 -3.195434 0.249597 -0.021 -0.069 0.021
H -0.804223 2.045969 3.496491 0.003 -0.007 0.010
N -0.193047 0.112205 -2.023001 0.309 0.036 -0.095
H -4.110555 -3.770081 -1.919755 0.020 0.002 0.007
C 1.190245 0.160707 -5.480825 -0.054 0.004 0.011
H -0.287822 2.615303 -0.284252 0.023 0.050 -0.026
C -4.619447 0.478154 -0.719192 0.008 0.014 -0.085
C 1.803480 -3.013137 -0.626034 0.083 -0.032 0.068
C 4.344403 -3.723254 -1.587948 0.009 0.001 0.002
C 4.139823 -3.541979 -0.225512 -0.005 -0.003 -0.004
C -1.473394 -2.900632 -3.450557 0.018 0.012 -0.047
N -1.968944 -0.104977 -0.116332 -0.030 0.063 0.130
C -1.099057 -5.466721 -1.486463 0.011 -0.048 -0.007
N 0.376050 2.125249 0.305117 -0.057 -0.083 -0.011
H -0.059416 -5.605306 -1.782046 -0.008 0.003 -0.001
C 0.154050 -2.864252 4.180379 -0.008 -0.001 0.004
C -2.929717 -0.263085 0.798628 0.013 -0.019 -0.052
H 2.103377 3.325457 -0.096144 -0.006 0.008 0.005
C 2.033514 -3.205335 -1.990958 -0.030 0.045 -0.043
C -1.649352 -3.414364 2.152138 -0.040 -0.005 -0.045
H -1.761623 -1.850500 -3.493684 -0.008 -0.001 -0.019
H -3.763169 -2.300866 -1.016790 -0.014 0.045 0.017
C 0.720937 0.082435 -3.130773 -0.099 0.009 0.112
H -2.167713 -3.458901 -4.081912 0.003 -0.018 0.039
H -2.973559 -4.067954 3.709257 0.019 0.008 -0.004
C 0.228437 2.608620 1.695925 0.035 0.012 -0.006
H 4.039370 -0.267324 -3.692351 -0.009 0.000 -0.010
H 1.672039 2.139883 -1.322415 0.010 -0.023 -0.026
Ge -1.632766 -3.596985 -1.630514 -0.004 0.048 -0.071
H 1.204824 2.566127 2.181595 0.008 0.007 -0.009
Ni 0.054361 -0.011158 0.182923 -0.069 0.053 0.000
N 2.103499 -0.041165 0.519772 -0.022 0.081 -0.130
H -1.363833 -3.574816 5.523992 0.002 0.001 -0.018
H 1.226348 -3.075140 -2.701542 -0.001 -0.001 0.018
C 2.546535 -0.000048 -5.213166 0.039 -0.007 -0.011
H 2.982427 1.662998 1.389992 0.000 0.001 0.013
H -2.368611 -3.645447 1.375355 0.023 0.006 0.005
H 2.561019 -0.717993 -0.082989 0.073 0.002 -0.023
H 0.867196 -2.659940 4.969403 -0.013 -0.003 -0.013
H -0.085830 3.652769 1.725414 -0.033 -0.002 -0.005
C 2.072165 -0.093980 -2.865545 0.025 0.026 -0.100
H -1.734945 1.786698 2.025195 0.005 0.004 -0.012
H 2.414406 -0.216185 -1.854926 -0.007 0.003 0.061
H -0.478843 -3.006608 -3.880247 -0.018 -0.003 0.011
C -3.500488 -3.351988 -1.116112 -0.042 -0.037 0.018
H 2.289908 -0.396930 1.450816 -0.029 -0.038 0.030
H 2.747821 -3.117585 1.320185 -0.027 0.015 0.020
H -1.219858 -5.820025 -0.461966 0.006 -0.008 -0.011
C -2.000082 -3.655241 3.476135 -0.004 0.005 0.002



[5]
29
Properties=species:S:1:pos:R:3:forces:R:3 method="wB97M-V/def2-TZVPD" relative_energy_kj_mol=0.0 total_charge=+2 e_homo_ev="-15.56 / -15.58" multiplicity=2 fmax_ev_per_a=1.52
H 1.764382 -4.113448 -0.329238 0.008 -0.025 -0.031
H 0.374312 -3.600366 -1.326199 -0.001 -0.008 0.001
C -0.571004 -3.408458 1.712394 -0.203 0.076 -0.002
C 1.714007 0.917827 -3.213914 0.082 0.027 -0.030
Cl 3.234235 1.646778 -3.436847 -0.043 -0.002 -0.008
Ir -0.332372 -0.099008 0.079739 0.061 -0.845 1.259
C 0.002020 0.034703 -1.749233 0.109 0.410 -0.697
Cl -2.309187 -1.082264 -2.483836 0.094 0.041 0.025
C 0.880869 0.567079 -4.304034 0.014 -0.001 0.014
H 1.771611 -1.628016 2.894190 0.002 -0.008 0.003
H 1.895238 -2.672355 -1.374998 0.035 0.003 0.036
C -0.375208 -0.048362 -4.107281 -0.084 -0.032 -0.045
Cl -0.557231 2.747403 1.801319 -0.003 0.147 0.126
C 1.238683 0.647532 -1.955862 0.082 0.109 -0.134
C -0.812021 -0.324073 -2.817212 -0.124 -0.148 -0.248
C 2.114891 -1.996396 1.929042 0.026 0.159 0.033
H -1.435963 -3.659634 1.102336 0.010 -0.004 -0.019
Cl 1.408956 0.897296 -5.869724 0.002 -0.003 -0.004
H 2.841895 -1.306278 1.507903 0.004 -0.023 -0.043
H -0.896088 -2.944178 2.641045 0.019 0.003 0.008
Cl -3.193006 1.940358 -0.114305 -0.142 0.014 -0.143
Cl -2.589710 0.261746 2.753235 0.059 -0.252 0.108
Cl -1.351967 -0.457981 -5.437212 0.007 0.006 -0.001
As 0.612297 -2.239099 0.757844 -0.110 -0.269 0.274
H 2.568276 -2.980300 2.053268 0.024 0.005 0.031
H 0.002396 -4.309353 1.932422 -0.016 -0.022 0.019
C 1.230063 -3.259865 -0.746411 -0.051 0.127 -0.204
Cl 2.082463 1.034537 -0.479079 0.092 0.126 -0.107
Si -1.878655 1.348124 1.247623 0.048 0.387 -0.219



[6]
29
Properties=species:S:1:pos:R:3:forces:R:3 method="wB97M-V/def2-TZVPD" relative_energy_kj_mol=26.1 e_homo_ev="-8.07 / -7.70" multiplicity=2 fmax_ev_per_a=1.94
C 0.800069 2.631236 2.370336 -0.267 -0.055 -0.105
H -0.482413 -1.252349 2.313113 0.023 -0.007 -0.301
H -0.028962 0.977430 3.475904 0.074 0.055 -0.339
C 0.168871 1.176451 0.087538 -0.344 0.051 -0.852
H -1.396546 1.278700 -2.363792 -0.334 0.048 -0.573
C 1.028834 -2.050802 0.212833 -0.080 -0.287 -0.219
Cu -0.290925 0.210073 -1.499747 0.830 -0.424 0.972
N -0.344477 -1.527894 0.164585 -0.068 0.441 0.047
C -0.722756 -0.730665 1.367754 -0.229 -0.441 -0.223
H -1.820188 -0.618937 1.336350 0.313 -0.087 0.008
H 1.190911 -2.657164 -0.696758 0.031 0.370 0.345
H 1.047218 3.216598 3.256499 -0.125 -0.236 -0.149
C 1.075152 3.161528 1.111774 -0.126 -0.325 -0.576
H -1.099479 -2.987180 -1.125159 -0.013 0.048 0.151
H 1.514784 4.143574 0.999124 0.111 0.036 0.152
H 1.237764 -0.165467 -3.218635 -0.621 -0.567 -0.446
H 0.969589 2.800465 -1.014440 0.076 0.467 -0.481
C 0.746795 2.425871 -0.038588 0.242 0.275 1.577
C -0.089530 0.628858 1.313709 0.181 0.705 1.801
H -0.397928 0.369989 -3.928684 0.866 -1.326 0.125
H -1.390198 1.623477 -1.690149 -0.256 0.452 0.450
H -2.310053 -2.230017 -0.083771 0.030 0.044 0.022
C 0.144362 -0.374772 -3.271113 -0.964 0.430 -0.244
H -0.209153 -1.421132 -3.339453 0.653 0.551 -0.701
C -1.286758 -2.602193 -0.116527 0.014 -0.288 -0.190
H 1.199115 -2.718265 1.080235 -0.157 0.264 -0.139
C 0.190887 1.376472 2.479562 0.291 -0.265 -0.192
H 1.753802 -1.232850 0.236723 -0.153 -0.097 0.034
H -1.198786 -3.451038 0.580773 0.001 0.168 0.045